[1]
{
  "formula": "C16H48N8O8",
  "method": "ωB97M-V with the def2-TZVPD basis set",
  "elements": ["N", "C", "N", "O", "H", "H", "H", "H", "N", "C", "N", "O", "H", "H", "H", "H", "N", "C", "N", "O", "H", "H", "H", "H", "N", "C", "N", "O", "H", "H", "H", "H", "C", "C", "C", "O", "H", "H", "H", "H", "H", "H", "H", "H", "C", "C", "C", "O", "H", "H", "H", "H", "H", "H", "H", "H", "C", "C", "C", "O", "H", "H", "H", "H", "H", "H", "H", "H", "C", "C", "C", "O", "H", "H", "H", "H", "H", "H", "H", "H"],
  "coordinates": [[0.68, -7.29, 1.39], [1.65, -7.45, 0.62], [2.55, -8.09, 1.26], [1.80, -6.93, -0.46], [0.76, -7.68, 2.32], [-0.06, -6.66, 1.12], [3.46, -7.79, 0.95], [2.40, -8.44, 2.20], [5.99, 6.25, 2.41], [6.89, 6.92, 3.10], [8.05, 6.48, 2.82], [6.69, 7.71, 3.99], [5.07, 6.65, 2.53], [6.02, 5.33, 2.00], [8.81, 6.84, 3.37], [8.25, 5.94, 1.99], [1.50, -6.23, 7.45], [1.90, -7.52, 7.60], [2.28, -7.65, 8.80], [1.78, -8.42, 6.83], [1.83, -5.71, 8.26], [1.09, -5.78, 6.64], [2.79, -8.44, 9.18], [2.33, -6.77, 9.30], [6.04, 1.93, -3.73], [5.55, 2.84, -4.50], [4.26, 2.65, -4.65], [6.22, 3.74, -5.08], [6.94, 2.08, -3.29], [5.41, 1.18, -3.47], [3.90, 3.27, -5.36], [3.74, 1.94, -4.17], [-2.65, 9.59, -2.55], [-1.91, 10.87, -2.15], [-0.40, 10.80, -2.32], [-2.44, 11.86, -2.93], [-2.42, 8.68, -1.99], [-2.51, 9.28, -3.58], [-3.69, 9.81, -2.30], [-2.17, 11.13, -1.12], [0.06, 10.08, -1.64], [0.09, 11.76, -2.18], [-0.12, 10.45, -3.31], [-2.65, 11.43, -3.77], [-5.52, -3.63, 4.31], [-6.04, -3.39, 2.88], [-6.30, -1.95, 2.57], [-5.12, -3.83, 1.96], [-4.51, -3.23, 4.43], [-5.54, -4.66, 4.65], [-6.27, -3.15, 4.94], [-6.96, -3.97, 2.74], [-5.40, -1.34, 2.66], [-6.95, -1.52, 3.33], [-6.80, -1.80, 1.62], [-5.64, -4.10, 1.20], [-3.93, -4.18, -7.48], [-4.49, -3.90, -6.09], [-3.74, -2.81, -5.30], [-5.85, -3.48, -6.23], [-4.12, -3.27, -8.05], [-4.55, -4.95, -7.92], [-2.86, -4.40, -7.48], [-4.54, -4.77, -5.44], [-2.79, -3.16, -4.90], [-4.35, -2.42, -4.49], [-3.42, -1.99, -5.95], [-6.31, -4.02, -6.88], [2.18, -0.57, 1.44], [1.12, -0.32, 0.39], [0.61, 1.11, 0.39], [1.60, -0.72, -0.93], [3.16, -0.15, 1.20], [2.42, -1.62, 1.62], [1.82, -0.22, 2.41], [0.31, -1.00, 0.67], [-0.26, 1.33, -0.22], [1.46, 1.68, 0.00], [0.34, 1.45, 1.38], [1.48, -1.67, -1.03]],
  "homo_ev": -9.70,
  "e_tot_ha": -1678.35762,
  "orbital_gap_ev": 9.82,
  "smiles": "NC(N)=O.NC(N)=O.NC(N)=O.NC(N)=O.CC(C)O.CC(C)O.CC(C)O.CC(C)O",
  "relative_energy_kcal_mol": 99.4,
  "total_charge": 0
}

***

[2]
{
  "formula": "C4H6N2",
  "method": "ωB97M-V with the def2-TZVPD basis set",
  "elements": ["C", "C", "C", "C", "N", "N", "H", "H", "H", "H", "H", "H"],
  "coordinates": [[-0.93, 1.12, 0.12], [-1.26, -0.98, 0.01], [0.32, 1.41, -0.04], [0.95, -0.06, 0.04], [-1.75, 0.26, 0.12], [-0.02, -1.17, 0.05], [-2.34, -2.35, -0.31], [0.67, 1.90, -0.87], [0.86, 2.14, 0.66], [1.50, -0.05, -0.82], [1.53, -0.19, 0.88], [0.47, -2.04, 0.17]],
  "homo_ev": -22.23,
  "e_tot_ha": -264.54458,
  "orbital_gap_ev": 9.92,
  "relative_energy_kcal_mol": 137.7,
  "total_charge": 2
}

***

[3]
{
  "formula": "C20H22AsClIN5O2SW",
  "method": "ωB97M-V with the def2-TZVPD basis set",
  "elements": ["W", "C", "C", "N", "N", "C", "N", "S", "C", "C", "C", "C", "C", "N", "H", "H", "H", "H", "H", "H", "H", "H", "H", "Cl", "C", "C", "C", "I", "C", "O", "C", "N", "C", "C", "C", "C", "H", "H", "H", "H", "C", "As", "C", "C", "O", "H", "H", "H", "H", "H", "H", "H", "H", "H"],
  "coordinates": [[-0.43, 0.28, 0.54], [-3.70, -2.33, 1.91], [-2.50, -1.46, 1.80], [-2.25, -0.73, 0.75], [-3.21, -0.69, -0.24], [-3.19, 0.44, -0.87], [-4.06, 0.63, -1.90], [-2.07, 1.75, -0.53], [-1.52, -1.26, 2.87], [-1.56, -1.90, 4.10], [-0.63, -1.56, 5.06], [0.32, -0.59, 4.77], [0.34, -0.02, 3.52], [-0.56, -0.34, 2.57], [-3.76, -2.97, 1.03], [-4.60, -1.72, 1.93], [-3.68, -2.94, 2.81], [-4.83, -0.01, -1.96], [-4.23, 1.57, -2.22], [-2.32, -2.64, 4.30], [-0.65, -2.04, 6.03], [1.06, -0.29, 5.50], [1.09, 0.71, 3.25], [5.77, 1.84, -0.02], [4.22, 1.15, 0.27], [4.05, -0.21, 0.24], [2.77, -0.80, 0.44], [2.65, -2.87, 0.26], [1.67, -0.05, 0.73], [-0.35, -0.93, -1.07], [1.90, 1.35, 0.79], [0.74, 2.04, 1.05], [0.74, 3.36, 1.06], [1.92, 4.08, 0.87], [3.10, 3.42, 0.61], [3.11, 2.01, 0.53], [4.91, -0.83, 0.05], [-0.21, 3.86, 1.23], [1.90, 5.16, 0.93], [4.02, 3.96, 0.47], [1.15, -2.20, -3.51], [0.30, -0.50, -3.48], [1.24, 0.86, -4.42], [-1.55, -0.60, -3.93], [0.41, 0.08, -1.81], [1.15, -2.58, -4.53], [0.60, -2.87, -2.85], [2.17, -2.09, -3.14], [1.33, 0.57, -5.47], [2.24, 0.96, -3.99], [0.69, 1.80, -4.35], [-1.65, -1.03, -4.92], [-1.99, 0.40, -3.90], [-2.04, -1.24, -3.19]],
  "homo_ev": [-12.90, -13.84],
  "e_tot_ha": -4657.95395,
  "orbital_gap_ev": [6.77, 6.84],
  "relative_energy_kcal_mol": 103.7,
  "total_charge": 2,
  "spin_multiplicity": 3
}

***

[4]
{
  "formula": "C3H6ORb",
  "method": "ωB97M-V with the def2-TZVPD basis set",
  "elements": ["C", "C", "C", "O", "Rb", "H", "H", "H", "H", "H", "H"],
  "coordinates": [[2.45, -0.96, -0.21], [2.55, 0.37, -0.34], [1.37, 1.29, -0.44], [0.35, 0.61, -1.16], [-2.27, -0.52, 0.27], [3.33, -1.60, -0.23], [1.48, -1.44, -0.05], [3.54, 0.83, -0.46], [1.00, 1.59, 0.55], [1.56, 2.16, -1.19], [0.34, 1.08, -2.08]],
  "homo_ev": -12.79,
  "e_tot_ha": -216.97833,
  "orbital_gap_ev": 8.71,
  "relative_energy_kcal_mol": 41.9,
  "total_charge": 1
}

***

[5]
{
  "formula": "C4H9NO",
  "method": "ωB97M-V with the def2-TZVPD basis set",
  "elements": ["C", "C", "O", "C", "N", "C", "H", "H", "H", "H", "H", "H", "H", "H", "H"],
  "coordinates": [[1.85, -1.53, -0.24], [0.71, -0.54, -0.23], [0.21, -0.56, 1.11], [-0.47, 0.39, 1.69], [-1.19, 1.30, 0.97], [-1.59, 1.33, -0.46], [2.60, -1.24, 0.50], [1.47, -2.53, 0.03], [2.30, -1.58, -1.23], [1.06, 0.48, -0.45], [-0.07, -0.81, -0.94], [-1.81, 1.23, 1.80], [-1.99, 0.37, -0.80], [-0.74, 1.59, -1.11], [-2.36, 2.10, -0.63]],
  "homo_ev": -8.18,
  "e_tot_ha": -287.68790,
  "orbital_gap_ev": 8.99,
  "relative_energy_kcal_mol": 90.7,
  "total_charge": 0
}

***

[6]
{
  "formula": "C4H6InO2",
  "method": "ωB97M-V with the def2-TZVPD basis set",
  "elements": ["C", "C", "H", "O", "C", "H", "H", "H", "H", "C", "O", "In", "H"],
  "coordinates": [[-1.73, -1.87, -0.19], [-2.09, -1.77, 1.22], [-1.27, -1.85, 1.95], [-1.62, -0.25, -1.98], [-2.24, -0.81, -0.91], [-3.33, -0.77, -1.06], [-0.69, -0.51, -2.06], [-2.93, -0.85, 0.95], [-2.16, -4.09, 1.53], [-2.89, -3.27, 1.47], [-3.96, -3.34, 2.05], [-5.31, -4.59, 2.51], [-2.24, -3.03, -0.39]],
  "homo_ev": [-17.17, -17.19],
  "e_tot_ha": -495.68573,
  "orbital_gap_ev": [6.12, 6.10],
  "relative_energy_kcal_mol": 53.5,
  "total_charge": 2,
  "spin_multiplicity": 2
}

***

What is the formula in the fourth record?
C3H6ORb

***

Number 4 is which compound?
C3H6ORb